a.
Density functional theory data (wB97M-V/def2-TZVPD) for C4H5Br2N in the gas phase.

XYZ file:
```
12
Properties=species:S:1:pos:R:3:mulliken_charge:R:1
C 1.84916 0.51023 -0.05414 -1.220
C 0.38029 0.36988 0.16851 0.549
N -0.38136 1.03192 0.96607 -0.596
C -1.75056 -0.06781 0.51728 -0.167
Br -3.33700 0.58341 -0.09995 -0.087
C -0.59324 -0.62521 -0.51573 -0.115
Br -0.09777 -2.52380 -0.37823 -0.149
H 2.11132 1.51820 0.08329 0.430
H 2.07611 0.40890 -1.11685 0.320
H 2.42105 0.00752 0.70276 0.315
H -1.84802 -0.73668 1.35940 0.352
H -0.82998 -0.47655 -1.63240 0.368
```

Summary:
Kohn-Sham gap in eV: 10.2
LUMO energy in eV: 0.6
M in g mol⁻¹: 226.90
SMILES string: CC1=N[C@@H](Br)[C@@H]1Br
HOMO in eV: -9.52


b.
Density functional theory data (wB97M-V/def2-TZVPD) for 2 unconnected molecules or ions with the total composition C4H5Br2N.

XYZ file:
```
12
Properties=species:S:1:pos:R:3:mulliken_charge:R:1
C 0.14470 0.39348 -0.36775 -0.489
C -0.77508 -0.53326 -0.32625 0.565
C 1.11516 1.29551 1.48404 0.164
C -1.19509 -1.28564 -1.55414 -1.457
N 2.30016 1.20001 1.34007 -0.434
Br -1.74900 -1.10158 1.17070 -0.132
Br -0.05036 2.07946 2.76382 -0.065
H 0.80485 0.69117 -1.09034 0.374
H -0.46716 -2.06000 -1.62660 0.326
H -1.01426 -0.72691 -2.37725 0.406
H -2.14406 -1.64595 -1.37817 0.460
H 3.03014 1.69370 1.96187 0.283
```

Summary:
Kohn-Sham gap in eV: 8.7
LUMO energy in eV: -0.1
M in g mol⁻¹: 226.90
HOMO in eV: -8.79


Each structure's energy above the most stable one, in kcal/mol: a 0.0; b 47.9.